## one
Below is the molecule C3H8N2S, with properties calculated with ωB97M-V/def2-TZVPD.

```
14
Properties=species:S:1:pos:R:3:nbo_charge:R:1
C -1.54622 -1.10686 1.54683 -0.45
C 0.29711 0.60035 0.40807 -0.17
C 1.78097 1.16662 -1.83863 -0.78
H -2.48815 -1.68012 1.63784 0.22
H -1.68566 -0.05983 2.01753 0.20
H -0.72421 -1.68069 2.16367 0.19
H -1.49398 -1.68978 -0.48452 0.37
H 0.01589 0.82262 1.41542 0.18
H 2.88057 1.54004 -2.05051 0.23
H 1.00204 1.60993 -2.49683 0.23
H 1.88348 0.12477 -1.97163 0.23
N -1.33797 -0.92100 0.12252 -0.43
N -0.24664 -0.29710 -0.31917 -0.27
S 1.66276 1.57106 -0.15060 0.26
```

As for the SMILES: CN/N=C/SC. Its HOMO energy is -7.73 eV. Its total charge is 0. As for the HOMO-LUMO gap: 8.73 eV.

---

## two
Below is the molecule C3H8N2S, with properties calculated with ωB97M-V/def2-TZVPD.

```
14
Properties=species:S:1:pos:R:3:nbo_charge:R:1
C 2.90749 -0.72989 0.00640 -0.42
C 0.77896 -0.04997 -0.08521 -0.32
C -0.25613 1.04852 -0.07368 0.10
H 3.98187 -0.40599 0.02388 0.20
H 2.61120 -1.20020 -0.91723 0.20
H 2.67137 -1.18600 0.95031 0.17
H 2.25362 1.06879 0.82285 0.35
H 0.66069 -0.80037 0.73643 0.19
H 0.77158 -0.51273 -1.04319 0.21
H 0.10368 2.04480 -0.14779 0.19
H -3.37446 -0.39011 0.48165 0.12
N 2.09408 0.49375 -0.00048 -0.61
N -1.50362 0.95570 0.01569 -0.52
S -2.14966 -0.64852 -0.00615 0.12
```

As for the SMILES: CNC/C=N\S. Its HOMO energy is -8.95 eV. Its total charge is 0. As for the HOMO-LUMO gap: 9.85 eV.

---

The structure with the greatest stability is two.

---

## one
Below is a structure of composition C3H8N2S, with properties calculated with ωB97M-V/def2-TZVPD.

```
14
Properties=species:S:1:pos:R:3:nbo_charge:R:1
C -0.78727 1.59389 -0.09655 -0.44
C 0.68874 -0.23300 -0.03146 0.45
C 1.06416 -1.73674 -0.09119 -0.70
H 0.10167 2.19103 0.83890 0.18
H -0.46119 1.96793 -1.16597 0.22
H -1.99770 1.83817 0.10969 0.24
H -1.96929 -1.26773 1.23860 0.08
H 2.20464 -1.51793 0.02284 0.27
H 0.84886 -2.07875 -1.09094 0.23
H 0.39481 -2.40653 0.46072 0.23
H 1.10662 1.60016 0.16993 0.33
N -0.71310 0.05775 -0.18738 -0.69
N 1.64760 0.62595 -0.05460 -0.68
S -2.12855 -0.63420 -0.12260 0.28
```

Its HOMO energy is -8.76 eV. Its total charge is 0. As for the HOMO-LUMO gap: 9.23 eV.

---

## two
Below is the molecule C3H8N2S, with properties calculated with ωB97M-V/def2-TZVPD.

```
14
Properties=species:S:1:pos:R:3:nbo_charge:R:1
C 0.06226 -2.17443 -0.26416 -0.21
C 0.01947 -0.72845 0.18496 -0.50
C -0.90611 0.16282 -0.58575 0.10
H 0.36802 -2.68414 1.58251 0.35
H 0.95628 -3.94687 0.58904 0.37
H -0.90960 -2.59219 -0.39849 0.17
H 0.55590 -2.21070 -1.23453 0.19
H -0.36757 -0.80830 1.24648 0.21
H 1.06627 -0.37483 0.23512 0.24
H -1.77531 -0.21949 -1.12135 0.19
H -0.06625 3.49632 -0.09649 0.11
N 0.87049 -2.93293 0.70482 -0.84
N -0.87717 1.41350 -0.67577 -0.53
S 0.32283 2.27604 0.18651 0.15
```

As for the SMILES: NCC/C=N\S. Its HOMO energy is -9.00 eV. Its total charge is 0. As for the HOMO-LUMO gap: 9.95 eV.

---

The structure with the greatest stability is two.

---

## one
Below is a structure of composition C2H6NO3, with properties calculated with ωB97M-V/def2-TZVPD.

```
12
Properties=species:S:1:pos:R:3:nbo_charge:R:1
O -1.88739 0.79788 0.68429 -0.77
C -0.70854 1.12449 0.39754 0.49
N 0.34074 0.36122 0.29321 -0.79
C 2.13724 0.28598 -0.45031 0.26
O 2.75020 -0.74200 -0.12843 -0.74
H -0.55411 2.19839 0.18820 0.08
H 0.23217 -0.56925 0.68289 0.36
H 2.41581 1.24933 0.01482 0.09
H 1.73838 0.40324 -1.47078 0.09
H -1.53648 -1.57612 -1.05719 0.45
H -2.19539 -0.66882 -0.04903 0.50
O -2.34240 -1.53839 -0.51943 -1.00
```

Its HOMO energy is -4.58 eV. Its total charge is -1. As for the HOMO-LUMO gap: 8.80 eV.

---

## two
Below is a cluster of 3 separate species, C2H6NO3 in total, with properties calculated with ωB97M-V/def2-TZVPD.

```
12
Properties=species:S:1:pos:R:3:nbo_charge:R:1
O -1.93600 0.17190 0.38846 -0.73
C -0.71295 0.14445 0.14250 0.48
N 0.22397 1.08275 -0.16235 -0.81
C 2.12575 0.94954 0.39546 0.23
O 2.76941 2.01577 0.52777 -0.75
H -0.35469 -0.79123 -0.34318 0.06
H 0.19089 1.92320 0.41500 0.34
H 2.36543 0.37788 -0.51690 0.10
H 1.86476 0.41026 1.33363 0.09
H -2.38683 -2.28225 -1.40804 0.44
H -2.05333 -1.51670 -0.26732 0.50
O -2.09641 -2.48556 -0.50504 -0.97
```

Its HOMO energy is -4.46 eV. Its total charge is -1. As for the HOMO-LUMO gap: 8.43 eV.

---

The structure with the greatest stability is one.